Density functional theory data (ωB97M-V/def2-TZVPD) for a cluster of 2 separate species, C48H55F6N4 in total in a non-equilibrium geometry.

Computed properties:
Total charge ... +1
Total energy ... -72927.24184 eV
Spin multiplicity ... 1
Lowest unoccupied orbital energy ... -0.1717 Ha
Frontier orbital gap ... 3.4 eV

```
113
C48H55F6N4 | the OMol25 dataset | ωB97M-V/def2-TZVPD
C -4.58676 -1.38784 3.86534
C -4.50181 0.11203 3.57792
C -4.84687 0.95576 4.81515
C -5.34625 0.47169 2.37124
C -6.69259 0.75139 2.53262
C -7.50155 1.02097 1.45049
C -6.97462 0.99566 0.17852
C -5.63930 0.70137 -0.02636
C -5.08173 0.64483 -1.42970
C -5.13979 2.01308 -2.11629
C -5.74844 -0.46311 -2.25175
C -4.81001 0.44063 1.07307
N -3.42611 0.09266 0.83679
N -3.05509 -1.00345 0.17854
N -1.74134 -1.02326 0.20041
C -0.94711 -2.01371 -0.49775
C -0.06530 -1.67192 -1.53976
C 0.06947 -0.23391 -2.01475
C -1.26418 0.29095 -2.54544
C 1.20500 -0.00428 -3.02552
C 0.65815 -2.67893 -2.15891
C 0.53106 -3.99563 -1.77724
C -0.34110 -4.33073 -0.76765
C -1.08665 -3.35716 -0.12781
C -2.06081 -3.75127 0.95652
C -1.33770 -4.39620 2.14372
C -3.18169 -4.63230 0.39064
C -1.19314 0.07678 0.91533
C 0.20762 0.32190 1.17498
C 1.02476 -0.69739 1.68500
C 2.36816 -0.49547 1.87491
C 3.19166 -1.57546 2.55326
F 4.44939 -1.53726 2.06654
F 3.19100 -1.32990 3.88143
F 2.62160 -2.77295 2.29925
C 2.94852 0.70330 1.49307
C 2.16852 1.71073 0.95049
C 2.82078 2.96117 0.39033
F 1.86814 3.73144 -0.17713
F 3.42588 3.62084 1.39877
F 3.72444 2.58436 -0.53924
C 0.81056 1.54667 0.84126
C -2.30850 0.87083 1.25517
C -2.31914 2.06455 1.90432
H -4.27063 -1.97288 3.00063
H -3.96000 -1.67307 4.71167
H -5.61140 -1.68064 4.09313
H -3.45526 0.33629 3.31924
H -4.85259 2.02105 4.58273
H -5.83119 0.70297 5.20790
H -4.13038 0.80131 5.62259
H -7.11843 0.75423 3.52075
H -8.54582 1.24171 1.59966
H -7.60770 1.19608 -0.66912
H -4.01900 0.37691 -1.33132
H -4.62106 2.77190 -1.52894
H -4.67790 1.98928 -3.10396
H -6.16843 2.34952 -2.24017
H -5.65225 -1.43059 -1.75694
H -6.81355 -0.27425 -2.38109
H -5.30405 -0.55235 -3.24376
H 0.33109 0.36048 -1.12853
H -2.03124 0.23518 -1.77516
H -1.19148 1.32964 -2.86912
H -1.60965 -0.29984 -3.39299
H 2.16460 -0.34305 -2.63277
H 1.01601 -0.52991 -3.96143
H 1.31793 1.05297 -3.26895
H 1.33998 -2.43502 -2.95385
H 1.10668 -4.75971 -2.27393
H -0.45203 -5.36082 -0.47418
H -2.52579 -2.82100 1.32382
H -0.56741 -3.73634 2.54507
H -2.02636 -4.63403 2.95482
H -0.84178 -5.31973 1.84794
H -3.70117 -4.13058 -0.42755
H -2.78867 -5.56761 -0.00848
H -3.92032 -4.88000 1.15357
H 0.59167 -1.65064 1.93385
H 4.01282 0.84012 1.59763
H 0.22478 2.33721 0.40578
H -1.41195 2.51804 2.24831
H -3.24130 2.56717 2.10892
C 2.13671 -1.32373 9.67514
C 2.97834 -2.09436 8.63554
C 2.53645 -1.57686 7.25382
N 1.74015 -0.34115 7.47939
C 1.72038 0.67632 6.56594
C 1.14917 1.90101 6.85073
C 1.38621 3.06377 6.14503
C 0.85928 4.34151 6.50075
C 1.45337 5.51180 5.98905
C 0.99105 6.75239 6.35521
C -0.08490 6.87042 7.21919
C -0.69862 5.73532 7.72066
C -0.23517 4.48729 7.37774
C 1.61064 -0.08221 8.94241
H 1.29725 -1.93672 10.02627
H 2.72543 -1.05050 10.56269
H 4.04426 -1.88684 8.78838
H 2.85097 -3.18136 8.72790
H 3.38876 -1.33692 6.60821
H 1.91470 -2.30362 6.72166
H 2.27374 0.54141 5.65240
H 0.55608 1.96719 7.74513
H 2.08601 3.01768 5.33004
H 2.30304 5.42158 5.33284
H 1.47718 7.63707 5.97882
H -0.44510 7.84678 7.49919
H -1.54229 5.83059 8.38371
H -0.73131 3.61398 7.76271
H 0.57103 0.15409 9.19489
H 2.21753 0.79846 9.17784
```